Molecular formula: FHNO
Method: DFT, ωB97M-V/def2-TZVPD

Geometry (Å):
N: 0.06445 -0.20417 0.46490
O: 0.45044 -1.07954 -0.23244
F: 0.93505 1.09992 -0.14483
H: -1.44994 0.18380 -0.08763

As for the electronic energy: -6267.537 eV. The maximum force comes out at 0.0440 hartree/bohr. As for the energy above the lowest of the compared OMol25 structures with the same formula, charge and spin: 33.6 kcal per mole. As for the charge: -1.

These are the natural (NBO) partial charges, in e, on atoms 1 to 2: N 0.251; O -0.433